Record 1
108
Properties=species:S:1:pos:R:3:forces:R:3 method="wB97M-V/def2-TZVPD" spin_multiplicity=1 e_lumo_ha=-0.2108 gap_ev=7.187 total_charge=+2 homo_energy_ev=-12.92 e_above_lowest_kj_mol=0.00
Bi -0.628483 0.448914 -1.689524 0.0432 0.1202 0.4103
C -0.490605 -3.580324 0.437289 -0.0437 -0.0163 0.0457
C 0.627742 -3.384624 -0.539126 -0.0473 0.0656 -0.0487
N 1.696427 -4.143076 -0.437658 0.0830 0.0275 0.0049
C 2.713875 -3.962833 -1.292604 0.0179 0.0215 0.0132
C 2.703500 -3.042945 -2.315428 -0.0301 0.0347 0.0213
C 3.930440 -2.883949 -3.178955 0.0668 -0.0573 -0.0385
O 4.503377 -1.575953 -3.094848 -0.1383 0.0502 0.0978
C 1.558227 -2.226616 -2.449853 0.0271 -0.0876 -0.1236
C 1.454636 -1.316310 -3.578257 -0.0114 0.0322 0.0781
N 0.708053 -0.274152 -3.631502 0.1218 -0.0789 0.0240
C 0.694310 0.512051 -4.815854 -0.0468 -0.0528 0.0942
C 1.873985 1.024889 -5.343340 -0.0141 0.0381 -0.0721
C 1.843215 1.828770 -6.474368 0.0297 -0.0073 0.0269
C 0.632570 2.132056 -7.075212 -0.0482 0.0046 -0.0087
C -0.553610 1.637909 -6.545767 0.0433 -0.0179 0.0232
C -0.522080 0.836419 -5.414814 0.1253 0.1239 -0.1522
I -2.313196 0.120741 -4.630774 -0.1143 -0.0809 0.0295
C 0.518020 -2.377914 -1.530659 -0.0204 -0.0296 0.0653
O -0.590558 -1.639906 -1.530858 0.0178 -0.1738 0.0179
H -0.135400 -4.181058 1.270944 -0.0026 -0.0138 -0.0047
H -1.331460 -4.095388 -0.032291 -0.0005 0.0124 -0.0270
H -0.869510 -2.619339 0.792273 0.0321 0.0092 0.0181
H 3.583172 -4.590839 -1.134877 0.0013 -0.0147 -0.0041
H 3.743160 -3.157019 -4.222679 -0.0524 0.0439 0.0299
H 4.695249 -3.565395 -2.810283 -0.0115 -0.0308 -0.0474
H 4.117576 -1.007289 -3.766074 0.0836 -0.0379 -0.0923
H 2.039831 -1.569596 -4.466740 -0.0082 -0.0092 0.0042
H 2.816276 0.811917 -4.853321 -0.0049 -0.0119 0.0310
H 2.766737 2.219249 -6.879424 -0.0012 0.0050 -0.0062
H 0.601964 2.758261 -7.956099 0.0014 -0.0033 -0.0042
H -1.497176 1.875960 -7.017004 -0.0079 -0.0007 0.0022
S -3.346486 -0.170661 -0.814211 0.0385 0.0644 -0.1242
C -3.438267 -0.159911 0.854183 0.2533 0.0140 0.2295
N -4.561609 -0.365358 1.509805 -0.1113 0.0204 -0.1052
C -4.557354 -0.452241 2.973155 0.0116 -0.0773 -0.0603
C -3.348430 -1.239302 3.396329 0.0151 0.0993 -0.0181
N -2.156945 -0.565527 2.867417 0.1858 0.0057 0.0538
C -0.976148 -0.602658 3.762274 -0.1151 -0.0493 -0.1298
C -1.199967 0.237002 4.992787 0.0225 0.0275 -0.0197
C -1.347934 1.618778 4.882141 -0.0138 -0.0308 -0.0029
C -1.582369 2.384409 6.012116 0.0041 0.0047 0.0011
C -1.664752 1.777711 7.259621 -0.0049 0.0190 0.0282
C -1.512450 0.405787 7.376164 0.0056 -0.0006 -0.0163
C -1.283323 -0.363324 6.242363 0.0142 -0.0191 0.0194
C -2.177911 0.050767 1.708231 -0.2966 -0.1198 -0.1471
S -0.920937 1.030929 1.160282 0.0524 -0.0376 -0.1094
C -5.857418 -0.604548 0.822344 0.1231 0.1066 0.0629
C -6.070148 -2.070451 0.534059 -0.0447 -0.0267 0.0373
C -5.859058 -2.579133 -0.742054 0.0363 -0.0023 -0.0225
C -6.029608 -3.933061 -0.994677 0.0029 0.0084 -0.0096
C -6.409747 -4.789446 0.026119 -0.0102 -0.0273 0.0191
C -6.645833 -4.287311 1.298868 -0.0017 -0.0087 -0.0259
C -6.484745 -2.934100 1.547259 -0.0185 0.0366 -0.0001
H -5.466223 -0.958389 3.280634 0.0031 -0.0075 0.0328
H -4.553942 0.551505 3.406056 0.0310 -0.0113 0.0182
H -3.382064 -2.268515 3.029761 -0.0367 0.0052 -0.0054
H -3.257286 -1.243312 4.481103 -0.0314 -0.0214 -0.0007
H -0.121007 -0.278569 3.176660 0.0311 0.0290 0.0397
H -0.840058 -1.652240 4.031120 0.0078 0.0136 0.0264
H -1.273439 2.093325 3.910563 -0.0003 0.0117 -0.0138
H -1.695145 3.456746 5.925240 0.0010 0.0045 -0.0059
H -1.844073 2.378087 8.141194 -0.0019 0.0030 0.0012
H -1.571584 -0.067447 8.346636 0.0020 -0.0075 0.0051
H -1.157887 -1.436260 6.336397 -0.0060 -0.0061 -0.0041
H -5.858757 -0.005629 -0.085965 -0.0304 -0.0566 -0.0219
H -6.622668 -0.213004 1.492089 -0.0183 -0.0211 -0.0085
H -5.570170 -1.912151 -1.543122 -0.0043 -0.0019 -0.0024
H -5.874376 -4.318408 -1.993427 0.0046 0.0067 -0.0063
H -6.544959 -5.843940 -0.172851 -0.0036 -0.0031 0.0004
H -6.979199 -4.945640 2.089540 -0.0005 -0.0020 0.0065
H -6.729493 -2.549887 2.530879 0.0090 0.0105 0.0137
C 2.673058 3.539708 -2.092909 0.0303 -0.0139 -0.0293
C 1.434113 4.095131 -1.399078 0.0202 -0.0206 0.0167
C 1.068240 5.468148 -1.955473 0.0206 0.0582 -0.0122
C 1.660309 4.171094 0.106895 0.0338 -0.0040 -0.0098
N 0.326235 3.116771 -1.570967 -0.0951 0.0285 0.0933
N -0.223769 2.982555 -2.878802 -0.1653 -0.1115 -0.4225
H 3.508316 4.232146 -1.988685 -0.0125 0.0164 0.0268
H 2.513806 3.402874 -3.165591 -0.0069 0.0068 -0.0096
H 2.961673 2.580291 -1.660066 -0.0114 0.0081 -0.0054
H 1.836799 6.195460 -1.693783 0.0089 -0.0049 0.0033
H 0.123204 5.824899 -1.539138 -0.0033 -0.0084 0.0157
H 0.990854 5.466060 -3.043957 -0.0103 -0.0313 -0.0030
H 2.553829 4.752075 0.333324 -0.0110 0.0290 -0.0231
H 1.789232 3.168936 0.521530 -0.0105 -0.0093 0.0019
H 0.816534 4.651372 0.607334 -0.0147 -0.0216 0.0181
H -0.442652 3.392846 -0.964356 0.0115 0.0529 -0.0152
H 0.528063 2.792070 -3.533491 0.0389 -0.0282 0.0376
H -0.714579 3.803547 -3.225931 0.0896 0.1501 0.1892
N 1.602974 0.169707 -0.722125 -0.1963 0.1567 0.0373
C 2.598142 0.380565 -0.163006 0.0295 -0.0778 -0.1545
N 3.727417 0.610823 0.420897 0.0285 0.0257 0.0584
C 3.775251 1.192058 1.777727 0.0197 0.0284 -0.0765
C 4.407240 0.200258 2.741389 -0.0540 -0.0020 0.0311
C 5.757048 -0.283073 2.217746 0.0578 0.0216 0.0181
C 5.617835 -0.897354 0.827874 -0.0193 -0.0313 -0.0264
C 4.991938 0.086882 -0.146955 -0.0713 -0.0212 -0.0158
H 2.758609 1.463786 2.062198 0.0168 -0.0158 0.0412
H 4.367054 2.109815 1.713972 0.0038 -0.0216 0.0337
H 3.731699 -0.651395 2.868069 0.0069 -0.0048 0.0013
H 4.515521 0.675809 3.717256 0.0061 0.0069 -0.0075
H 6.188017 -1.007807 2.907774 -0.0139 -0.0099 0.0011
H 6.454597 0.560044 2.177293 -0.0035 0.0026 -0.0059
H 4.989923 -1.792315 0.877037 -0.0022 -0.0073 0.0050
H 6.588155 -1.208461 0.439314 0.0085 0.0202 -0.0025
H 4.763162 -0.379101 -1.105918 0.0552 0.0353 0.0375
H 5.645666 0.946539 -0.316792 0.0197 -0.0189 0.0088

***

Record 2
14
Properties=species:S:1:pos:R:3:forces:R:3 method="wB97M-V/def2-TZVPD" spin_multiplicity=1 e_lumo_ha=0.0458 gap_ev=9.932 total_charge=0 homo_energy_ev=-8.69 smiles="C1=C[C@H]2C[C@H]2C1" e_above_lowest_kj_mol=84.73
C 1.292311 -0.340279 0.751505 -0.0448 -0.2411 -0.0012
C 0.342794 -1.271421 0.650557 0.2569 0.2750 0.0675
C -0.775522 -0.878098 -0.250339 0.1166 0.1299 -0.1535
C -1.448950 0.439536 0.003314 -0.2612 0.2175 0.2002
C -0.257516 0.483031 -0.885573 -0.1076 -0.0384 0.0697
C 1.049370 0.816336 -0.178443 -0.0266 0.1299 0.0800
H 2.196488 -0.452638 1.337505 -0.0910 0.1013 0.0335
H 0.414992 -2.258902 1.096108 -0.2055 0.1890 0.1215
H -1.433662 -1.694623 -0.563953 0.5049 0.4463 -0.7841
H -1.444444 0.896488 0.991261 0.1056 -0.0635 -0.0797
H -2.371404 0.553070 -0.562144 -0.0450 0.0190 0.3347
H -0.364318 0.964086 -1.861599 -0.2302 -0.8823 0.0069
H 0.884336 1.786698 0.309573 0.2991 -0.1647 0.2266
H 1.915524 0.956711 -0.837774 -0.2712 -0.1178 -0.1220

***

Record 3
80
Properties=species:S:1:pos:R:3:forces:R:3 method="wB97M-V/def2-TZVPD" spin_multiplicity=1 e_lumo_ha=-0.1110 gap_ev=6.931 total_charge=+1 homo_energy_ev=-9.95
Ir -0.428355 -0.236624 -0.631303 2.8028 0.9161 1.8192
C -0.586093 -1.319124 1.239006 -0.7300 -0.1783 0.8113
C -1.622065 -0.299030 1.289578 -0.4437 -0.1444 -0.1102
C -0.901926 0.946097 1.468625 -0.3596 0.1017 -0.4598
C 0.481222 0.620383 1.657351 -0.4394 0.6805 -0.4075
C 0.671645 -0.745353 1.622865 -0.0856 -0.9382 -0.7309
C 1.938899 -1.481520 1.980451 0.0544 -0.0736 -0.0148
C 1.924007 -2.925332 1.474109 0.0085 0.0016 0.2137
C 3.190314 -0.758485 1.476606 0.0487 0.0425 0.0922
C 1.972231 -1.502867 3.521186 -0.0623 0.0172 0.0458
C -1.365540 2.399225 1.625847 0.0117 0.0198 0.1553
C -2.203031 2.913276 0.454267 -0.1044 0.0203 -0.0671
C -0.156086 3.342980 1.720483 0.0578 -0.0278 0.0221
C -2.133959 2.541785 2.952382 0.0610 0.0327 0.0260
C -3.081247 -0.701014 1.537901 0.0161 0.0339 0.1747
C -4.127065 0.237641 0.937684 -0.0571 0.0036 0.0981
C -3.270005 -0.802994 3.064006 -0.0363 0.0491 0.0253
C -3.374593 -2.083675 0.946215 0.0473 -0.0376 0.0160
H -0.817964 -2.370583 1.280217 0.1492 -0.0452 -0.1244
H 1.259674 1.350340 1.809383 -0.0019 -0.0341 -0.0865
H 1.853697 -2.973138 0.393603 -0.0256 0.0046 -0.2813
H 1.095293 -3.494765 1.902520 0.0413 0.0390 -0.0196
H 2.850207 -3.423731 1.768091 -0.0411 0.0271 -0.0004
H 3.214209 -0.725355 0.391494 0.0162 0.0027 -0.0124
H 4.082080 -1.285504 1.822978 -0.0418 0.0101 0.0125
H 3.244997 0.264294 1.859209 0.0003 -0.0540 -0.0254
H 1.091350 -2.005079 3.928520 0.0314 0.0219 -0.0082
H 2.007023 -0.488446 3.925231 0.0096 -0.0503 0.0045
H 2.860031 -2.041057 3.860584 -0.0288 0.0278 -0.0175
H -1.557791 3.104106 -0.401946 -0.0086 0.0158 0.0036
H -2.662376 3.865804 0.732234 0.0016 -0.0507 -0.0079
H -2.990978 2.228618 0.149943 0.1480 0.1190 -0.0361
H 0.484188 3.272668 0.835451 -0.0076 -0.0053 0.0387
H 0.447727 3.154450 2.611161 -0.0292 0.0284 -0.0378
H -0.521873 4.368906 1.786222 0.0179 -0.0224 -0.0186
H -3.118197 2.084016 2.926197 -0.0239 -0.0048 -0.0402
H -2.270321 3.602025 3.176907 0.0044 -0.0337 -0.0243
H -1.570209 2.095633 3.775878 -0.0285 0.0203 -0.0179
H -4.092946 1.244581 1.344658 -0.0253 -0.0828 0.0536
H -5.121378 -0.161132 1.149166 0.0172 0.0091 -0.0144
H -4.012389 0.296117 -0.146667 0.0106 0.0140 -0.0342
H -3.138980 0.163240 3.554791 -0.0132 -0.1675 -0.0300
H -2.547060 -1.502665 3.493214 -0.0421 0.0345 -0.0245
H -4.273326 -1.169362 3.296878 0.0427 0.0239 -0.0108
H -3.216964 -2.078033 -0.131886 0.0324 -0.0412 -0.0452
H -4.421544 -2.330276 1.126268 0.0135 -0.0089 0.0100
H -2.776102 -2.878980 1.393622 -0.0320 0.0410 -0.0346
C -0.961279 -3.863776 -2.883833 -0.1692 -0.0494 0.0032
C -1.205799 -2.657889 -2.209534 0.1233 -0.0565 0.0287
N -0.226011 -1.863895 -1.823693 -1.0318 -0.2239 -0.2642
C 1.062088 -2.196439 -2.131116 -0.2785 -0.0261 -0.0355
C 1.388920 -3.382675 -2.799540 -0.0392 -0.1337 -0.0138
C 0.322259 -4.237817 -3.156625 0.0826 -0.0187 -0.0237
C 2.746338 -3.618480 -3.111677 -0.0319 -0.0917 -0.0512
C 3.668219 -2.658909 -2.812451 0.1853 0.1417 0.0280
C 3.317850 -1.443174 -2.182418 0.2384 -0.0493 0.0383
C 2.014560 -1.213708 -1.810656 0.2490 0.6481 -0.0987
N 1.467415 -0.081293 -1.226729 0.6055 -0.8974 -0.0002
C 1.875193 1.207487 -1.512666 0.6593 -0.5423 0.0491
C 3.130371 1.746207 -1.462224 0.3455 0.1645 0.0820
C 3.340901 3.073958 -1.914751 0.1853 -0.1579 0.1113
C 2.330755 3.822657 -2.436920 -0.1235 0.0910 -0.0808
C 1.029484 3.266019 -2.517927 -0.1443 0.1898 -0.0714
C -0.086391 3.887983 -3.123126 0.0444 0.0267 -0.0198
C -1.275452 3.217285 -3.199427 -0.0486 0.0592 -0.0847
C -1.392393 1.948073 -2.612659 -0.0838 -0.0080 0.0070
N -0.381445 1.362787 -2.008665 -1.2089 -0.0751 -0.1336
C 0.827859 1.983851 -1.999122 -0.4293 0.6233 -0.3907
H -1.804618 -4.480302 -3.165360 0.0533 0.0204 0.0028
H -2.208220 -2.341090 -1.967331 -0.0146 -0.0004 0.0116
H 0.533124 -5.171005 -3.665521 0.0012 0.0311 0.0175
H 3.031081 -4.538856 -3.604841 -0.0110 0.0294 0.0120
H 4.707885 -2.820735 -3.071609 -0.0468 0.0184 0.0190
H 4.086693 -0.706865 -1.992370 -0.0378 -0.0729 -0.0374
H 3.962301 1.177510 -1.068047 -0.0387 0.0598 -0.0339
H 4.339280 3.489795 -1.854889 -0.0366 -0.0299 0.0080
H 2.509322 4.826264 -2.802066 -0.0250 -0.0366 0.0068
H 0.016613 4.881466 -3.542271 0.0000 -0.0049 0.0109
H -2.139058 3.655089 -3.680633 0.0234 -0.0119 0.0121
H -2.336294 1.418378 -2.600506 0.0260 0.0263 0.0113